No. 1
Below is a structure of composition C28H21N7O3W, with properties calculated with ωB97M-V/def2-TZVPD.

Summary:
Orbital gap = 5.923 eV
Relative energy (zero: lowest compared OMol25 entry of this formula, charge and spin) = 6.0 kJ/mol
E = -47759.7788 eV
Highest occupied orbital energy = -14.2 eV

Geometry as ORCA input:
```
! RIJCOSX wB97M-V def2-TZVPD def2/J DEFGRID3
* xyz 2 1
W -0.396 0.432 -0.222
O -1.666 -1.170 3.234
C -0.472 -1.666 3.629
C -0.390 -2.659 4.601
C 0.833 -3.176 4.970
C 2.016 -2.724 4.377
C 1.947 -1.750 3.415
C 0.708 -1.195 3.024
C 0.711 -0.182 2.002
O -0.386 0.535 1.743
N 1.752 0.004 1.209
N 1.458 1.044 0.336
C 2.262 2.039 0.140
C 1.920 3.114 -0.713
C 2.838 4.149 -0.988
C 2.455 5.204 -1.775
C 1.151 5.255 -2.289
C 0.227 4.263 -2.030
C 0.610 3.183 -1.237
O -0.282 2.226 -0.955
H -2.373 -1.589 3.741
H -1.298 -3.024 5.067
H 0.872 -3.943 5.732
H 2.969 -3.131 4.679
H 2.851 -1.380 2.952
H 3.214 2.006 0.666
H 3.836 4.098 -0.572
H 3.150 6.001 -1.995
H 0.859 6.098 -2.901
H -0.783 4.312 -2.413
C -0.920 -0.159 -3.316
N -1.548 0.273 -2.066
C -2.796 0.632 -2.024
C -3.263 1.037 -0.769
C -4.459 1.457 -0.218
C -4.211 1.671 1.148
C -2.899 1.333 1.396
N -2.289 0.939 0.230
C 0.240 -0.996 -2.874
C 1.229 -0.333 -2.117
C 2.280 -1.082 -1.547
C 2.304 -2.453 -1.686
C 1.311 -3.089 -2.429
C 0.278 -2.368 -3.020
H -0.586 0.710 -3.891
H -1.631 -0.722 -3.921
H -3.416 0.604 -2.914
H -5.389 1.601 -0.742
H -4.916 2.017 1.885
H -2.360 1.345 2.325
H 1.359 0.740 -2.266
H 3.077 -0.579 -1.018
H 3.106 -3.034 -1.252
H 1.342 -4.164 -2.550
H -0.490 -2.880 -3.586
N -1.837 -6.000 -0.464
C -1.469 -4.970 -0.110
N -1.043 -3.806 0.330
C -0.905 -2.640 0.089
N -0.694 -1.459 -0.049
*
```

***

No. 2
Below is a structure of composition C28H22As2F6N4OPbS4Te, with properties calculated with ωB97M-V/def2-TZVPD.

Summary:
Orbital gap (spin up / spin down) = 7.062 / 6.197 eV
E = -231274.6280 eV
Highest occupied orbital energy (spin up / spin down) = -5.7 / -5.6 eV

Geometry as ORCA input:
```
! RIJCOSX wB97M-V def2-TZVPD def2/J DEFGRID3
* xyz -1 2
Pb -0.732 4.262 0.129
S 0.571 8.067 2.969
As 1.015 6.091 2.339
S 1.476 5.909 0.225
S -0.644 4.697 2.701
S 2.648 5.791 3.637
C 2.022 -9.251 4.006
O 0.736 -8.748 3.694
C 0.646 -7.445 3.319
C -0.634 -6.983 3.025
C -0.822 -5.673 2.636
C 0.254 -4.792 2.531
C 1.526 -5.265 2.825
C 1.731 -6.579 3.217
C 0.091 -3.391 2.125
N 1.071 -2.533 1.975
C 0.465 -1.358 1.598
C -0.892 -1.510 1.520
N -1.126 -2.822 1.859
C -1.783 -0.453 1.157
C -3.179 -0.565 1.076
C -3.924 0.526 0.716
C -3.263 1.728 0.429
N -1.952 1.843 0.502
C -1.201 0.791 0.865
C 0.253 0.978 0.954
N 0.768 2.199 0.697
C 2.067 2.394 0.815
C 2.958 1.375 1.171
C 2.461 0.124 1.418
C 1.080 -0.093 1.320
H 1.880 -10.292 4.281
H 2.466 -8.713 4.847
H 2.691 -9.193 3.145
H -1.467 -7.668 3.107
H -1.830 -5.346 2.411
H 2.362 -4.583 2.744
H 2.733 -6.913 3.440
H -2.020 -3.274 1.919
H -3.663 -1.509 1.301
H -5.002 0.479 0.647
H -3.811 2.614 0.127
H 2.414 3.407 0.630
H 4.013 1.595 1.254
H 3.100 -0.703 1.699
F -3.385 4.622 -0.518
As -4.736 5.688 -0.945
F -3.595 6.960 -1.207
F -4.555 5.181 -2.592
F -4.867 6.129 0.719
F -5.800 4.341 -0.666
F -6.060 6.705 -1.367
C -0.619 2.247 -5.152
Te -0.996 2.818 -3.117
C 1.088 2.427 -2.797
C 1.659 1.979 -4.119
C 3.009 1.645 -4.222
C 3.546 1.222 -5.425
C 2.731 1.127 -6.548
C 1.391 1.459 -6.453
C 0.842 1.887 -5.244
H -0.865 3.086 -5.801
H -1.256 1.405 -5.419
H 1.207 1.653 -2.039
H 1.576 3.333 -2.436
H 3.641 1.723 -3.344
H 4.596 0.967 -5.491
H 3.141 0.797 -7.494
H 0.754 1.389 -7.327
*
```

***

No. 3
Below is a structure of composition C28H22AsF10N8ReS4 at a distorted geometry, with properties calculated with ωB97M-V/def2-TZVPD.

Summary:
Orbital gap (spin up / spin down) = 6.056 / 6.147 eV
Relative energy (zero: lowest compared OMol25 entry of this formula, charge and spin) = 0.0 kJ/mol
E = -174800.6733 eV
Highest occupied orbital energy (spin up / spin down) = -4.1 / -4.1 eV

Geometry as ORCA input:
```
! RIJCOSX wB97M-V def2-TZVPD def2/J DEFGRID3
* xyz -1 2
Re -1.367 -0.319 -0.838
C -2.989 1.791 -2.564
N -3.058 1.113 -1.250
C -4.268 0.261 -1.213
C -4.221 -0.708 -0.061
N -2.924 -1.381 -0.070
C -2.870 -2.571 0.676
C -2.508 -3.792 0.100
F -2.318 -3.870 -1.214
C -2.414 -4.965 0.823
F -2.070 -6.105 0.222
C -2.734 -4.977 2.164
F -2.662 -6.107 2.870
C -3.161 -3.814 2.753
F -3.500 -3.809 4.049
C -3.231 -2.647 2.016
F -3.650 -1.543 2.664
C -3.087 2.133 -0.187
C -2.606 1.613 1.142
N -1.419 0.775 0.968
C -0.759 0.478 2.171
C 0.641 0.484 2.308
F 1.427 0.903 1.318
C 1.295 0.144 3.476
F 2.626 0.177 3.526
C 0.590 -0.182 4.609
F 1.221 -0.500 5.744
C -0.777 -0.141 4.549
F -1.498 -0.426 5.642
C -1.421 0.186 3.369
F -2.770 0.187 3.429
H -3.849 2.456 -2.694
H -2.070 2.371 -2.626
H -2.979 1.049 -3.357
H -5.164 0.891 -1.163
H -4.284 -0.301 -2.144
H -4.444 -0.203 0.882
H -5.023 -1.437 -0.217
H -2.444 2.942 -0.518
H -4.098 2.538 -0.095
H -2.375 2.493 1.758
H -3.420 1.100 1.650
S 2.990 -2.968 -2.157
As 0.957 -3.405 -1.699
S -1.521 -1.117 -2.940
S 0.376 -1.715 -0.240
S -0.243 -2.632 -3.560
C 1.492 0.230 -3.242
C 1.186 1.245 -2.206
N 0.135 1.303 -1.391
C 0.262 2.492 -0.666
C 1.390 3.133 -1.020
N 1.963 2.346 -2.010
C 3.291 2.581 -2.564
N 4.340 2.460 -1.581
N 4.892 3.586 -1.050
N 5.732 3.238 -0.141
C 5.750 1.849 -0.067
C 6.495 0.988 0.747
C 6.285 -0.362 0.590
C 5.346 -0.864 -0.340
C 4.599 -0.032 -1.139
C 4.841 1.340 -0.983
H 0.576 -0.124 -3.686
H 1.994 -0.659 -2.838
H 2.107 0.649 -4.041
H -0.415 2.742 0.128
H 1.864 4.031 -0.648
H 3.352 3.586 -2.955
H 3.465 1.869 -3.358
H 7.207 1.383 1.465
H 6.841 -1.065 1.200
H 5.192 -1.934 -0.434
H 3.889 -0.455 -1.843
*
```

***

No. 4
Below is a cluster of 3 separate species, C28H22BO7P2 in total, with properties calculated with ωB97M-V/def2-TZVPD.

Summary:
Orbital gap = 4.745 eV
E = -62983.6482 eV
Highest occupied orbital energy = -4.3 eV

Geometry as ORCA input:
```
! RIJCOSX wB97M-V def2-TZVPD def2/J DEFGRID3
* xyz -1 1
O -1.078 -3.952 -7.551
P -2.353 -4.430 -6.912
B -2.736 -4.076 -5.058
P -2.219 -2.242 -4.649
O -3.341 -1.838 -3.458
O -0.872 -2.542 -3.682
H -2.539 -5.828 -7.130
H -3.491 -4.002 -7.657
H -3.944 -4.122 -4.919
H -2.176 -4.900 -4.366
H -3.473 -2.582 -2.862
H -0.407 -1.712 -3.545
C -5.204 -1.081 4.430
C -4.332 -0.242 5.116
C -3.449 0.562 4.416
C -3.430 0.527 3.026
C -4.302 -0.316 2.339
C -5.191 -1.117 3.046
C -4.303 -0.386 0.841
O -5.089 -1.100 0.261
C -3.305 0.448 0.116
C -3.237 0.368 -1.269
C -2.302 1.127 -1.957
C -1.444 1.975 -1.270
C -1.514 2.068 0.111
C -2.441 1.304 0.810
C -2.477 1.409 2.291
O -1.754 2.182 2.891
H -5.895 -1.708 4.978
H -4.342 -0.219 6.198
H -2.765 1.225 4.928
H -5.857 -1.762 2.490
H -3.883 -0.303 -1.816
H -2.243 1.033 -3.034
H -0.713 2.561 -1.812
H -0.852 2.719 0.666
C 6.843 -0.733 -1.147
C 7.557 0.457 -1.051
C 7.059 1.509 -0.301
C 5.840 1.379 0.353
C 5.122 0.186 0.254
C 5.629 -0.869 -0.495
C 3.803 0.017 0.934
O 3.200 -1.031 0.877
C 3.262 1.187 1.684
C 2.009 1.081 2.277
C 1.483 2.148 2.986
C 2.213 3.327 3.106
C 3.461 3.440 2.517
C 3.990 2.373 1.799
C 5.326 2.527 1.158
O 5.972 3.547 1.277
H 7.233 -1.553 -1.735
H 8.504 0.562 -1.566
H 7.599 2.442 -0.212
H 5.053 -1.782 -0.560
H 1.459 0.156 2.164
H 0.498 2.070 3.425
H 1.798 4.162 3.656
H 4.040 4.350 2.595
*
```

***

> What is the E in the first record?

-47759.7788 eV

***

> Which formula does entry 4 have?

C28H22BO7P2